[1]
Computed, not measured: a gas-phase ion, C8H18NO2 (charge +1), with ωB97M-V with the def2-TZVPD basis set.

Summary:
- Structure (SMILES): CC[C@@](C)(C(C)C)[N+](=O)OC
- E_HOMO: -15.026 eV
- E_LUMO: -5.8 eV
- Net charge: +1
- ΔE to the lowest compared entry with this formula, charge and spin: 407.4 kJ/mol
- Total energy: -14161.5674 eV

Atoms and positions in Å:
C  1.12389  2.19946  0.77839
C  -1.51772  -1.81627  -0.72175
C  -2.86236  0.22825  -0.56227
C  -0.39109  -0.20583  1.50914
C  3.16352  -1.08902  0.01432
C  0.08037  1.68006  -0.19640
C  -1.43648  -0.31961  -0.84861
C  -0.25838  0.13230  0.04649
N  1.07662  -0.44812  -0.47380
O  1.33876  -0.64499  -1.62908
O  1.90394  -0.62641  0.51054
H  0.86875  2.26005  1.84155
H  2.04621  1.53980  0.78990
H  1.41786  3.24158  0.42284
H  -1.39106  -2.15357  0.30240
H  -0.70665  -2.25042  -1.16112
H  -2.50657  -2.16179  -1.06407
H  -3.53975  -0.52082  -0.30293
H  -3.28391  0.67465  -1.45028
H  -2.80217  0.96369  0.28869
H  -0.00084  0.50530  2.17210
H  0.00218  -1.18128  1.60368
H  -1.43725  -0.19004  1.73745
H  3.10542  -1.48426  -0.99050
H  3.70222  -1.78408  0.61670
H  3.79427  -0.19677  -0.06877
H  0.53626  1.76001  -1.15946
H  -0.88405  2.11746  -0.13018
H  -1.14198  -0.22932  -1.87497

Cartesian forces (eV/Å) of the 2 atoms listed first:
1.432 1.088 -0.062
-2.015 -0.085 1.724

Here are the Mulliken charges for atoms 1 to 2, given in e:
1. C -1.03
2. C -1.84



[2]
Computed, not measured: a molecular structure, C8H18O13P2V, with ωB97M-V with the def2-TZVPD basis set.

Summary:
- E_HOMO: -5.539 eV
- E_LUMO: -1.0 eV
- Net charge: -1
- Total energy: -79464.0579 eV

Atoms and positions in Å:
C  -1.53453  4.07187  1.03081
C  -1.65983  2.63469  1.62255
O  -0.41850  1.95230  1.74288
C  -0.14053  1.14782  0.61945
O  -1.02679  0.10998  0.28865
P  -0.13782  -0.99789  -0.69107
C  -1.42589  -1.11478  -2.08808
O  -1.43030  -2.44250  -2.60507
O  -2.24634  -2.50839  -3.74435
O  -0.66022  -2.38459  0.13391
C  0.19214  -3.50336  -0.08634
C  -0.33041  -4.75156  0.69665
O  1.27652  -0.73087  0.29622
C  1.33161  0.60478  0.75925
C  2.34628  1.34664  -0.16982
O  2.02430  2.45373  -0.60332
O  3.38942  0.73458  -0.47936
P  1.97893  0.34384  2.49492
O  2.96642  -0.74897  2.58454
O  2.56513  1.77480  3.04591
O  0.71022  -0.11510  3.45973
H  -2.02476  4.10732  0.03940
H  -0.50032  4.44161  0.97649
H  -2.10820  4.78129  1.66023
H  -2.40741  2.03894  1.07238
H  -2.05326  2.74583  2.65278
H  -0.17994  1.84880  -0.23995
H  0.76744  -1.69662  -1.57261
H  0.33733  0.24003  -1.47763
H  -2.42836  -0.73058  -1.81312
H  -1.05675  -0.45761  -2.90588
H  -1.73140  -2.16701  -4.49548
H  1.22736  -3.32133  0.26280
H  0.28405  -3.76884  -1.15545
H  -0.77980  -5.50589  0.02302
H  -1.10878  -4.47719  1.42664
H  0.52692  -5.24673  1.18769
H  2.79374  1.63627  3.97645
H  0.25921  0.71951  3.67394
O  1.40931  3.59529  -4.81651
V  0.84155  2.33604  -3.82778
O  0.16223  1.00385  -2.95548

Cartesian forces (eV/Å) of the 2 atoms listed first:
-0.700 -0.105 -0.139
-0.471 0.997 0.696

Here are the Mulliken charges for atoms 1 to 2, given in e:
1. C -1.13
2. C -0.18



[3]
Computed, not measured: 4 unconnected molecules or ions with the total composition C8H18O3, with ωB97M-V with the def2-TZVPD basis set.

Summary:
- Structure (SMILES): C=C/C=C/CC(=C)C.O.O.O
- E_HOMO: -9.055 eV
- E_LUMO: 0.6 eV
- ΔE to the lowest compared entry with this formula, charge and spin: 56.7 kJ/mol
- Total energy: -14728.3373 eV

Atoms and positions in Å:
C  -2.72108  -1.65564  -1.31770
C  -1.89521  -0.39554  -1.27734
C  -0.99798  -0.19906  -2.23233
C  -2.34111  0.67315  -0.31466
C  -1.44708  1.11611  0.81044
C  -0.12154  1.11429  0.74945
C  0.82831  1.76388  1.67782
C  2.01130  2.11562  1.16453
H  -3.02786  -1.91080  -2.32786
H  -2.11686  -2.53366  -1.03602
H  -3.55441  -1.60609  -0.60367
H  -0.56151  0.78104  -2.39296
H  -0.77060  -0.97151  -2.94069
H  -2.46635  1.61283  -0.89428
H  -3.33003  0.51211  0.11231
H  -1.99459  1.51054  1.66455
H  0.33519  0.64368  -0.12683
H  0.53233  1.89695  2.71067
H  2.14102  2.10051  0.08020
H  2.78469  2.59637  1.75531
H  1.45262  -3.13081  0.64916
H  1.17011  -1.69232  0.99160
O  1.52930  -2.23668  0.27513
H  3.06789  -0.56232  -1.82718
H  2.43759  0.80583  -2.15175
O  2.76416  0.00706  -2.54475
H  1.82156  -0.56448  2.65774
H  0.27379  -0.37519  2.73828
O  1.00477  -1.01323  2.87004

Cartesian forces (eV/Å) of the 2 atoms listed first:
0.579 -0.946 0.866
-0.756 -0.158 -0.445

Here are the Mulliken charges for atoms 1 to 2, given in e:
1. C -1.45
2. C 1.11



[4]
Computed, not measured: 2 unconnected molecules or ions with the total composition C8H18OSi, with ωB97M-V with the def2-TZVPD basis set.

Summary:
- E_HOMO (spin up / spin down): -8.006 / -7.077 eV
- E_LUMO (spin up / spin down): -0.2 / 0.4 eV
- ΔE to the lowest compared entry with this formula, charge and spin: 405.8 kJ/mol
- Total energy: -18508.9687 eV

Atoms and positions in Å:
C  1.92470  0.73876  2.42790
C  1.98541  0.25854  1.16745
C  -0.48899  -3.15698  -0.47111
C  -1.23660  3.32284  0.04759
C  0.76831  0.30736  -2.65813
C  -1.86993  -2.75476  0.15982
C  0.09356  2.64153  0.57244
C  -1.96681  -1.29680  0.38146
O  1.23463  0.96563  -1.50222
Si  0.55508  0.86632  0.00693
H  2.70636  0.54864  3.15323
H  1.11790  1.45111  2.71026
H  2.79479  -0.38079  0.90601
H  -0.47269  -2.80608  -1.54973
H  0.44470  -2.69390  0.04788
H  -0.41957  -4.24563  -0.45758
H  -1.61032  3.81712  0.90858
H  -0.98387  4.01538  -0.77157
H  -1.91135  2.60172  -0.21231
H  1.60744  0.24276  -3.29910
H  -0.09396  0.91448  -3.13185
H  0.47861  -0.75400  -2.36417
H  -2.58519  -3.26433  -0.44797
H  -2.05627  -3.42348  0.99909
H  0.05447  2.54160  1.64619
H  0.92157  3.31166  0.33816
H  -1.62151  -0.83781  1.37428
H  -2.53804  -0.72217  -0.29697

Cartesian forces (eV/Å) of the 2 atoms listed first:
-0.222 0.337 -0.844
-1.867 1.442 0.898

Here are the Mulliken charges for atoms 1 to 2, given in e:
1. C -0.80
2. C -0.07



[5]
Computed, not measured: a single C8H18OSi molecule, with ωB97M-V with the def2-TZVPD basis set.

Summary:
- Structure (SMILES): CC(C)(C)C(=O)[Si](C)(C)C
- E_HOMO: -8.843 eV
- E_LUMO: 0.8 eV
- ΔE to the lowest compared entry with this formula, charge and spin: 84.5 kJ/mol
- Total energy: -18512.2985 eV

Atoms and positions in Å:
C  -0.25544  -0.56497  0.72078
C  -2.65091  -0.90244  1.06087
C  -1.93273  1.13378  -0.19152
C  -1.60802  -1.25201  -1.19161
C  2.60858  -1.14415  -0.23607
C  1.64247  1.31628  -1.52600
C  1.99712  1.27453  1.61585
C  -1.62652  -0.40130  0.09862
O  -0.01810  -1.25862  1.71906
Si  1.42107  0.27529  0.06164
H  -2.23381  -1.62820  1.73480
H  -2.96080  -0.10471  1.72406
H  -3.47683  -1.32584  0.51310
H  -2.97485  1.15361  -0.43888
H  -1.73154  1.74024  0.73130
H  -1.34720  1.62431  -1.03572
H  -0.49563  -1.48451  -1.61431
H  -2.09857  -0.57486  -1.89276
H  -1.92523  -2.27460  -1.00491
H  3.56058  -0.78785  -0.23517
H  2.36096  -1.97940  0.44911
H  2.39646  -1.48384  -1.33808
H  0.62737  1.42175  -2.06172
H  2.23620  2.27534  -1.30005
H  2.16194  0.61347  -2.18218
H  2.89521  0.91646  1.97137
H  2.16781  2.33573  1.47731
H  1.26042  1.08649  2.37113

Cartesian forces (eV/Å) of the 2 atoms listed first:
1.439 -0.159 0.864
-0.466 0.047 0.465

Here are the Mulliken charges for atoms 1 to 2, given in e:
1. C -0.07
2. C -1.89



[6]
Computed, not measured: 2 unconnected molecules or ions with the total composition C8H18SSi, with ωB97M-V with the def2-TZVPD basis set.

Summary:
- E_HOMO (spin up / spin down): -6.746 / -6.936 eV
- E_LUMO (spin up / spin down): -0.2 / -0.2 eV
- ΔE to the lowest compared entry with this formula, charge and spin: 371.7 kJ/mol
- Total energy: -27296.2341 eV

Atoms and positions in Å:
C  -1.54984  -0.88544  1.86321
C  -0.73302  0.14348  1.63857
C  2.56188  1.23902  2.01135
C  0.73672  -2.71009  -0.28240
C  -2.92302  1.03763  -1.56710
C  2.03973  1.35458  0.55915
C  1.21212  -1.32473  -0.69793
C  -1.57984  0.36276  -1.85973
Si  0.51635  0.17965  0.24148
S  -0.42806  1.32508  -2.97437
H  -2.35684  -0.84961  2.64253
H  -1.55402  -1.71205  1.16582
H  -0.65049  0.88016  2.49213
H  1.90188  1.79551  2.72872
H  2.56634  0.19539  2.30998
H  3.62014  1.71290  2.30654
H  1.05537  -3.57023  -0.78680
H  0.71039  -2.85186  0.81298
H  -0.35990  -2.74858  -0.59655
H  -3.52333  0.45083  -0.76379
H  -3.51111  1.19339  -2.38010
H  -2.78580  2.01637  -1.06485
H  2.83696  1.10951  -0.07052
H  1.83381  2.49328  0.47887
H  1.00561  -1.05346  -1.71918
H  2.31419  -1.30865  -0.63259
H  -1.55608  -0.58837  -2.22441
H  -1.40016  2.11354  -3.63102

Cartesian forces (eV/Å) of the 2 atoms listed first:
-1.107 0.376 0.082
1.217 0.109 1.674

Here are the Mulliken charges for atoms 1 to 2, given in e:
1. C -0.62
2. C -0.01



[7]
Computed, not measured: 3 unconnected molecules or ions with the total composition C8H19BN7O5P, with ωB97M-V with the def2-TZVPD basis set.

Summary:
- Structure (SMILES): N=[PH2]c1nnc(OB(O)O)nn1.CNC(C)=O.CNC(C)=O
- E_HOMO: -9.063 eV
- E_LUMO: -2.0 eV
- ΔE to the lowest compared entry with this formula, charge and spin: 154.7 kJ/mol
- Total energy: -39236.6153 eV

Atoms and positions in Å:
N  4.98642  0.52570  -0.43373
P  4.01137  -0.60960  0.14068
C  2.20398  -0.24170  -0.34500
N  1.30675  -0.32346  0.67479
N  0.05934  -0.10671  0.32786
C  -0.11960  0.16048  -0.99448
O  -1.45858  0.35016  -1.37881
B  -2.03410  -0.97435  -1.29053
O  -1.68124  -1.96332  -2.27762
O  -2.90805  -1.36237  -0.25258
N  0.78172  0.28101  -2.01148
N  2.02574  0.06514  -1.65983
H  5.66884  0.04535  -1.02613
H  4.35471  -1.93178  -0.27289
H  4.11018  -0.60090  1.57147
H  -0.93726  -2.44136  -1.87109
H  -2.56466  -2.21065  0.07199
C  -4.37877  -4.84285  3.04367
C  -2.91568  -4.53775  3.22855
O  -2.04815  -5.37860  3.04520
N  -2.57340  -3.27752  3.61195
C  -3.44636  -2.15002  3.87530
H  -4.49329  -5.88080  2.73874
H  -4.91574  -4.69617  3.98243
H  -4.80182  -4.20439  2.26570
H  -1.57867  -3.14676  3.71625
H  -3.17109  -1.33875  3.19840
H  -3.28835  -1.82400  4.90517
H  -4.49382  -2.39994  3.73274
C  2.59242  5.94419  -2.95644
C  3.12409  4.59753  -2.54048
O  4.31961  4.36400  -2.47897
N  2.21936  3.62780  -2.22888
C  0.77209  3.71870  -2.24424
H  3.42663  6.60832  -3.17192
H  1.98452  5.84744  -3.85799
H  2.00076  6.38144  -2.14985
H  2.64526  2.75253  -1.95937
H  0.39934  3.50062  -1.24015
H  0.38540  2.96975  -2.93873
H  0.43010  4.70358  -2.54970

Cartesian forces (eV/Å) of the 2 atoms listed first:
-0.797 -1.713 0.249
1.631 2.130 -0.679

Here are the Mulliken charges for atoms 1 to 2, given in e:
1. N -0.61
2. P 0.19



[8]
Computed, not measured: a molecular structure, C8H19BrFInO4P, with ωB97M-V with the def2-TZVPD basis set.

Summary:
- E_HOMO: -6.031 eV
- E_LUMO: 2.5 eV
- Net charge: -1
- Total energy: -104018.9739 eV

Atoms and positions in Å:
O  2.22064  -0.99409  -2.18100
C  0.98574  -0.58487  -2.58487
Br  0.00624  -1.89404  -3.77823
C  0.29014  0.82875  -2.12991
In  0.61974  2.56726  -3.54166
F  -0.68419  4.14430  -2.89831
P  2.96318  3.53179  -3.53693
O  3.07658  4.88868  -2.67781
O  4.20889  2.43546  -2.96662
O  3.32216  4.03307  -5.20297
H  0.60192  1.03064  -1.01224
H  -0.88331  0.62864  -2.10460
H  0.14641  2.18161  -5.23152
H  5.10942  2.86625  -3.14154
H  3.26805  3.19740  -5.75432
C  -2.13046  -1.59884  4.71640
C  -0.98987  -2.12335  3.85789
C  -0.32121  -1.03400  3.01627
C  -1.23208  -0.35606  1.98567
C  -1.88452  -1.29948  0.97168
C  -0.87300  -2.02408  0.09434
H  -2.93848  -1.18415  4.10696
H  -2.55267  -2.41011  5.31796
H  -1.77722  -0.81964  5.39881
H  -1.35273  -2.93501  3.21939
H  -0.23331  -2.56741  4.51641
H  0.54778  -1.46662  2.50629
H  0.07837  -0.26193  3.68516
H  -0.64304  0.39630  1.44529
H  -2.02116  0.19923  2.50587
H  -2.54612  -0.71101  0.32504
H  -2.52092  -2.03053  1.47891
H  -0.25725  -1.31032  -0.45988
H  -1.39200  -2.65808  -0.63093
H  -0.21172  -2.66577  0.68498

Cartesian forces (eV/Å) of the 2 atoms listed first:
-8.320 2.747 -2.814
6.614 -0.395 3.420

Here are the Mulliken charges for atoms 1 to 2, given in e:
1. O -0.55
2. C 0.43